# 1
The following is a DFT calculation (ωB97M-V/def2-TZVPD) of a structure of composition C14H32F12N4O14PPdS3.

Calculated values
Electronic energy = -4686.65737 Eh
LUMO energy (alpha / beta) = -6.144 / -9.772 eV
Orbital gap (alpha / beta) = 8.60 / 4.87 eV
Relative energy (zero: lowest compared OMol25 entry of this formula, charge and spin) = 0.011 eV

ORCA input file:
```
! wB97M-V def2-TZVPD RIJCOSX def2/J DEFGRID3
* xyz 2 4
Pd -1.007 -1.656 -1.938
S -0.449 -0.530 0.606
O 0.285 -1.239 1.637
O -0.875 0.810 1.023
O 0.311 -0.526 -0.608
O -1.558 -1.331 0.073
C 1.488 2.203 4.533
C 2.015 1.099 3.600
O 2.751 1.300 2.617
N 1.605 -0.327 3.872
H 0.904 -0.306 4.599
H 1.151 -0.721 3.061
C 2.828 -1.181 4.284
H 0.438 2.218 4.240
H 1.976 3.161 4.354
H 1.586 1.976 5.595
H 3.585 -1.110 3.503
H 2.554 -2.225 4.438
H 3.246 -0.753 5.195
C -2.411 4.046 -1.580
C -1.975 4.093 -0.200
O -2.711 4.488 0.694
N -0.647 3.515 0.138
H -0.616 2.520 0.311
H 0.035 3.557 -0.606
C 0.066 4.165 1.302
H -3.487 3.911 -1.697
H -2.068 3.116 -2.033
H -2.055 4.869 -2.200
H -0.185 3.474 2.107
H -0.130 5.179 1.650
H 1.103 3.880 1.123
C 3.425 -2.671 0.917
C 3.596 -1.250 0.316
O 4.329 -0.433 0.857
N 2.929 -0.941 -1.008
H 2.848 -1.718 -1.648
H 1.946 -0.820 -0.807
C 3.564 0.279 -1.653
H 2.352 -2.865 0.901
H 3.849 -2.624 1.920
H 3.853 -3.452 0.289
H 4.445 -0.216 -2.063
H 3.839 1.129 -1.028
H 2.858 0.689 -2.376
C -4.588 1.454 1.038
C -4.320 1.026 2.503
O -5.167 0.890 3.389
N -2.846 0.609 2.745
H -2.239 0.887 1.988
H -2.472 1.078 3.558
C -2.838 -0.879 2.965
H -4.876 0.527 0.542
H -3.710 1.794 0.489
H -5.325 2.256 1.069
H -2.015 -1.345 3.506
H -2.938 -1.402 2.014
H -3.703 -1.092 3.593
C 0.270 0.045 -5.872
F 1.043 0.403 -6.911
F -0.334 1.115 -5.330
F -0.691 -0.761 -6.407
S 1.260 -1.059 -4.640
O 2.517 -0.369 -4.397
O 0.460 -1.176 -3.360
O 1.500 -2.345 -5.368
C 1.632 -5.791 -1.301
F 2.164 -5.505 -0.079
F 2.464 -6.399 -2.071
F 0.490 -6.434 -1.071
S 1.232 -4.085 -2.272
O 0.625 -4.297 -3.567
O 0.324 -3.325 -1.412
O 2.486 -3.360 -2.394
P -3.165 0.121 -3.054
F -1.779 0.502 -2.294
F -2.370 -1.079 -3.894
F -3.388 -0.945 -1.772
F -4.637 -0.264 -3.712
F -3.801 1.360 -2.183
F -2.852 1.065 -4.343
*
```

Mulliken atomic charge list, values in e, 2 entries:
1 Pd 0.63
2 S 1.72



# 2
The following is a DFT calculation (ωB97M-V/def2-TZVPD) of a structure of composition C14H32IrN6O7.

Calculated values
Electronic energy = -1511.63924 Eh
LUMO energy (alpha / beta) = -3.465 / -5.726 eV
Orbital gap (alpha / beta) = 6.10 / 5.67 eV
Relative energy (zero: lowest compared OMol25 entry of this formula, charge and spin) = 0.720 eV

ORCA input file:
```
! wB97M-V def2-TZVPD RIJCOSX def2/J DEFGRID3
* xyz 1 5
O -1.154 -0.762 -4.068
H -0.845 -0.964 -5.039
Ir 0.233 0.124 -1.195
N 1.617 -0.981 -1.780
N -0.698 -1.620 -1.011
N 0.897 1.899 -1.213
N -1.323 1.103 -0.369
O 2.745 -0.499 -2.041
O 2.219 2.054 -1.477
O -2.242 0.455 0.396
O -1.797 -1.848 -0.324
C 0.078 -2.657 -1.377
C 1.395 -2.317 -1.751
C 0.150 2.855 -0.647
C -1.148 2.415 -0.227
C 2.472 -3.196 -2.196
H 2.423 -3.257 -3.281
H 2.326 -4.192 -1.786
H 3.446 -2.851 -1.870
C -0.490 -4.002 -1.226
H -1.501 -4.077 -1.657
H -0.573 -4.341 -0.182
H 0.146 -4.708 -1.752
C 0.732 4.179 -0.381
C -2.022 3.132 0.741
H 1.335 4.494 -1.235
H 1.349 4.159 0.525
H -0.032 4.944 -0.220
H -2.978 2.625 0.947
H -2.285 4.147 0.450
H -1.518 3.235 1.724
H 2.483 1.166 -1.832
H -2.050 -0.571 0.145
C -2.622 -0.261 -3.978
H -3.277 -1.168 -3.799
H -2.912 0.272 -4.888
H -2.379 0.431 -3.058
O 0.669 0.713 -3.319
H 0.104 0.014 -3.848
H 0.440 1.671 -3.426
C 1.701 2.018 2.430
N 0.782 1.005 2.978
C 0.478 1.207 4.389
C 0.725 -0.203 2.298
O 1.341 -0.340 1.262
N -0.074 -1.196 2.826
C -1.227 -0.974 3.675
C 0.086 -2.528 2.301
H 2.607 2.109 3.071
H 1.188 3.004 2.400
H 1.990 1.698 1.418
H -0.580 1.471 4.533
H 0.725 0.306 4.970
H 1.092 2.042 4.754
H -1.884 -1.837 3.564
H -0.945 -0.912 4.735
H -1.786 -0.074 3.380
H -0.771 -2.810 1.697
H 0.988 -2.578 1.706
H 0.153 -3.222 3.135
*
```

Mulliken atomic charge list, values in e, 2 entries:
1 O -0.60
2 H 0.36



# 3
The following is a DFT calculation (ωB97M-V/def2-TZVPD) of a structure of composition C14H32LiNO14P.

Calculated values
Electronic energy = -2009.49364 Eh
LUMO energy = 1.658 eV
Orbital gap = 3.85 eV
Relative energy (zero: lowest compared OMol25 entry of this formula, charge and spin) = 1.945 eV

ORCA input file:
```
! wB97M-V def2-TZVPD RIJCOSX def2/J DEFGRID3
* xyz -1 1
C -9.466 -52.321 7.054
N -9.059 -50.997 7.512
C -8.168 -50.457 6.615
C -10.342 -50.239 7.685
C -8.511 -51.112 8.983
C -8.191 -49.801 9.617
O -7.191 -50.016 10.688
H -8.573 -53.042 7.096
H -10.023 -52.387 6.194
H -10.329 -52.842 7.662
H -8.657 -50.242 5.755
H -7.277 -51.025 6.557
H -7.717 -49.536 6.981
H -10.851 -49.937 6.673
H -10.451 -49.331 8.252
H -11.173 -50.849 8.162
H -7.518 -51.560 8.860
H -8.991 -51.707 9.781
H -9.017 -49.477 10.035
H -7.826 -48.903 9.088
H -6.304 -50.215 10.192
Li -4.893 -52.225 8.862
P -4.307 -50.095 8.396
O -5.180 -50.897 7.579
O -5.109 -50.543 9.676
O -4.036 -48.625 8.033
O -3.325 -51.088 8.708
C -5.856 -54.535 6.517
O -6.695 -54.654 5.394
C -7.578 -55.666 5.420
O -7.641 -56.532 6.426
O -8.502 -55.706 4.407
C -9.490 -56.794 4.428
H -5.320 -53.553 6.305
H -5.096 -55.378 6.701
H -6.437 -54.367 7.351
H -10.153 -56.528 3.505
H -10.186 -56.696 5.270
H -9.093 -57.777 4.187
C -2.245 -53.384 7.045
O -1.750 -54.020 5.841
C -1.444 -55.266 5.793
O -1.415 -55.983 6.833
O -0.943 -55.661 4.583
C -0.259 -56.889 4.467
H -2.164 -54.159 8.003
H -3.262 -52.941 6.896
H -1.669 -52.448 7.319
H 0.019 -56.979 3.465
H -1.004 -57.734 4.623
H 0.632 -57.002 4.988
C -5.985 -53.051 12.314
O -5.344 -54.354 12.189
C -4.931 -54.735 10.953
O -4.816 -53.986 9.995
O -4.553 -56.067 10.836
C -3.959 -56.557 9.550
H -6.549 -52.910 13.424
H -6.640 -52.723 11.572
H -5.130 -52.173 12.125
H -3.100 -55.980 9.364
H -4.619 -56.214 8.747
H -3.775 -57.508 9.382
*
```

Mulliken atomic charge list, values in e, 2 entries:
1 C -0.94
2 N 0.63



# 4
The following is a DFT calculation (ωB97M-V/def2-TZVPD) of a cluster of 5 separate species, C14H32O5SSi in total.

Calculated values
Electronic energy = -1616.60931 Eh
LUMO energy = 0.493 eV
Orbital gap = 9.62 eV
Relative energy (zero: lowest compared OMol25 entry of this formula, charge and spin) = 0.000 eV

ORCA input file:
```
! wB97M-V def2-TZVPD RIJCOSX def2/J DEFGRID3
* xyz 0 1
C 0.464 -0.580 3.105
Si 1.798 -0.124 1.909
C 1.301 1.274 0.808
O 2.295 -1.404 0.989
S 3.459 0.386 3.172
H 0.796 -1.385 3.764
H 0.204 0.284 3.722
H -0.446 -0.897 2.590
H 2.172 1.747 0.350
H 0.795 2.025 1.422
H 0.631 0.958 0.006
H 1.896 -1.458 0.114
H 4.334 0.373 2.159
C 0.384 -0.209 -3.610
C -0.827 0.395 -2.948
C -1.973 0.754 -3.857
O -0.889 0.556 -1.748
H 1.143 -0.453 -2.871
H 0.085 -1.104 -4.161
H 0.810 0.485 -4.337
H -2.302 -0.151 -4.374
H -1.655 1.462 -4.624
H -2.791 1.181 -3.281
C -2.033 -1.222 5.971
C -2.223 0.277 5.986
C -2.588 0.891 7.317
O -2.086 0.947 4.991
H -1.772 -1.555 4.970
H -1.247 -1.505 6.673
H -2.947 -1.716 6.306
H -1.819 0.663 8.057
H -3.518 0.455 7.687
H -2.697 1.967 7.213
C 5.168 2.823 -3.503
C 3.694 2.554 -3.313
C 3.050 3.166 -2.092
O 3.062 1.885 -4.096
H 5.522 2.337 -4.408
H 5.346 3.898 -3.561
H 5.727 2.459 -2.639
H 3.147 4.253 -2.118
H 3.558 2.826 -1.187
H 2.000 2.888 -2.052
C -2.466 -4.460 -2.511
C -2.707 -3.064 -3.030
C -3.441 -2.117 -2.114
O -2.316 -2.713 -4.120
H -1.924 -5.046 -3.248
H -1.900 -4.415 -1.578
H -3.417 -4.941 -2.276
H -2.867 -1.968 -1.198
H -4.412 -2.521 -1.821
H -3.579 -1.160 -2.609
*
```

Mulliken atomic charge list, values in e, 2 entries:
1 C -1.04
2 Si 0.56



Which of these has the lowest electronic energy? C14H32F12N4O14PPdS3



Please write out number 1 again, unchanged.
The following is a DFT calculation (ωB97M-V/def2-TZVPD) of a structure of composition C14H32F12N4O14PPdS3.

Calculated values
Electronic energy = -4686.65737 Eh
LUMO energy (alpha / beta) = -6.144 / -9.772 eV
Orbital gap (alpha / beta) = 8.60 / 4.87 eV
Relative energy (zero: lowest compared OMol25 entry of this formula, charge and spin) = 0.011 eV

ORCA input file:
```
! wB97M-V def2-TZVPD RIJCOSX def2/J DEFGRID3
* xyz 2 4
Pd -1.007 -1.656 -1.938
S -0.449 -0.530 0.606
O 0.285 -1.239 1.637
O -0.875 0.810 1.023
O 0.311 -0.526 -0.608
O -1.558 -1.331 0.073
C 1.488 2.203 4.533
C 2.015 1.099 3.600
O 2.751 1.300 2.617
N 1.605 -0.327 3.872
H 0.904 -0.306 4.599
H 1.151 -0.721 3.061
C 2.828 -1.181 4.284
H 0.438 2.218 4.240
H 1.976 3.161 4.354
H 1.586 1.976 5.595
H 3.585 -1.110 3.503
H 2.554 -2.225 4.438
H 3.246 -0.753 5.195
C -2.411 4.046 -1.580
C -1.975 4.093 -0.200
O -2.711 4.488 0.694
N -0.647 3.515 0.138
H -0.616 2.520 0.311
H 0.035 3.557 -0.606
C 0.066 4.165 1.302
H -3.487 3.911 -1.697
H -2.068 3.116 -2.033
H -2.055 4.869 -2.200
H -0.185 3.474 2.107
H -0.130 5.179 1.650
H 1.103 3.880 1.123
C 3.425 -2.671 0.917
C 3.596 -1.250 0.316
O 4.329 -0.433 0.857
N 2.929 -0.941 -1.008
H 2.848 -1.718 -1.648
H 1.946 -0.820 -0.807
C 3.564 0.279 -1.653
H 2.352 -2.865 0.901
H 3.849 -2.624 1.920
H 3.853 -3.452 0.289
H 4.445 -0.216 -2.063
H 3.839 1.129 -1.028
H 2.858 0.689 -2.376
C -4.588 1.454 1.038
C -4.320 1.026 2.503
O -5.167 0.890 3.389
N -2.846 0.609 2.745
H -2.239 0.887 1.988
H -2.472 1.078 3.558
C -2.838 -0.879 2.965
H -4.876 0.527 0.542
H -3.710 1.794 0.489
H -5.325 2.256 1.069
H -2.015 -1.345 3.506
H -2.938 -1.402 2.014
H -3.703 -1.092 3.593
C 0.270 0.045 -5.872
F 1.043 0.403 -6.911
F -0.334 1.115 -5.330
F -0.691 -0.761 -6.407
S 1.260 -1.059 -4.640
O 2.517 -0.369 -4.397
O 0.460 -1.176 -3.360
O 1.500 -2.345 -5.368
C 1.632 -5.791 -1.301
F 2.164 -5.505 -0.079
F 2.464 -6.399 -2.071
F 0.490 -6.434 -1.071
S 1.232 -4.085 -2.272
O 0.625 -4.297 -3.567
O 0.324 -3.325 -1.412
O 2.486 -3.360 -2.394
P -3.165 0.121 -3.054
F -1.779 0.502 -2.294
F -2.370 -1.079 -3.894
F -3.388 -0.945 -1.772
F -4.637 -0.264 -3.712
F -3.801 1.360 -2.183
F -2.852 1.065 -4.343
*
```

Mulliken atomic charge list, values in e, 2 entries:
1 Pd 0.63
2 S 1.72